No. 1
2 unconnected molecules or ions with the total composition C5H13NO2 in a non-equilibrium geometry, computed with ωB97M-V/def2-TZVPD.

Properties
ΔE to the lowest compared entry with this formula, charge and spin = 333.03 kJ/mol
orbital gap = 9.669 eV
structure (SMILES) = C[C@H](N)O.CCC=O
highest occupied orbital energy = -0.327 Eh
multiplicity = 1
LUMO = 0.763 eV

Structure (XYZ):
```
21
Properties=species:S:1:pos:R:3:nbo_charge:R:1
C 1.6695 -1.2044 -0.7524 -0.662
C 1.3105 -0.5836 0.5851 0.320
N 2.3826 0.2165 1.0779 -0.838
O 0.9962 -1.5415 1.5620 -0.730
H 2.5688 -1.8228 -0.6723 0.219
H 1.8292 -0.4255 -1.5032 0.228
H 0.8496 -1.8404 -1.0946 0.219
H 0.0404 -0.2975 0.3006 0.209
H 2.6618 0.9066 0.3853 0.384
H 2.0969 0.7043 1.9227 0.374
H 1.8447 -1.8764 1.8930 0.472
C -2.8026 0.9672 -0.8478 -0.614
C -1.7529 0.0644 -0.2388 -0.473
C -0.4454 1.0968 0.1785 0.325
O 0.0914 1.7785 -0.6938 -0.616
H -2.3835 1.5229 -1.6904 0.224
H -3.1849 1.6827 -0.1155 0.204
H -3.6423 0.3744 -1.2232 0.212
H -2.1022 -0.4339 0.6677 0.206
H -1.4275 -0.6844 -0.9662 0.204
H -0.6002 1.3964 1.2253 0.132
```

No. 2
A molecular structure, C50H62ClIrN8SSbSi3 in a non-equilibrium geometry, computed with ωB97M-V/def2-TZVPD.

Properties
orbital gap (spin up / spin down) = 5.583 / 5.573 eV
highest occupied orbital energy (spin up / spin down) = -0.231 / -0.232 Eh
multiplicity = 2
LUMO (spin up / spin down) = -0.715 / -0.749 eV
⟨S²⟩ = 0.78

Structure (XYZ):
```
127
Properties=species:S:1:pos:R:3:mulliken_spin:R:1
Ir 0.1102 1.4272 0.8298 0.661
C -2.7783 6.8340 -2.7372 0.000
C -2.5006 5.6222 -1.8906 -0.002
C -3.1473 5.4438 -0.6696 0.006
C -2.8979 4.3304 0.1065 0.005
C -1.9969 3.3424 -0.2980 0.026
N -1.7922 2.1498 0.4212 -0.005
C -2.7712 1.5497 1.0482 -0.014
C -4.1696 1.8306 0.9452 0.022
C -5.0484 1.1930 1.7456 -0.029
C -4.6116 0.3064 2.8069 0.002
C -5.6278 -0.2411 3.7740 0.000
C -3.3181 -0.0265 2.8911 -0.023
C -2.3597 0.2953 1.7798 -0.040
N -0.9441 0.3903 2.2033 0.060
C -0.6593 0.2925 3.5168 -0.016
C 0.1355 -0.7068 4.0446 -0.013
C 0.6452 -1.7926 3.3259 -0.017
N 0.4511 -1.9451 2.0289 -0.004
C -1.2618 3.5721 -1.4830 0.008
C -1.5431 4.6917 -2.2626 0.007
N -0.2051 2.7329 -1.8261 0.036
C 0.1991 2.2995 -3.1377 -0.011
C 1.5696 1.7088 -2.9361 -0.008
C 1.9325 1.9577 -1.4892 -0.012
N 0.7205 2.3837 -0.8263 0.308
H -3.8507 6.9980 -2.8468 0.000
H -2.3408 6.7319 -3.7298 0.000
H -2.3554 7.7294 -2.2756 0.000
H -3.8484 6.1909 -0.3155 0.000
H -3.3817 4.2211 1.0685 -0.001
H -4.5271 2.5729 0.2454 -0.001
H -6.1054 1.4125 1.6432 0.000
H -6.4240 0.4797 3.9654 0.000
H -5.1634 -0.5134 4.7209 0.000
H -6.0829 -1.1420 3.3530 0.001
H -2.9541 -0.6512 3.6989 -0.003
H -1.1112 1.0106 4.2085 0.000
H 0.3551 -0.6719 5.1029 -0.002
H 1.2199 -2.5580 3.8333 0.000
H -0.9646 4.8596 -3.1640 0.001
H -0.1206 2.8821 -3.9911 -0.001
H 2.3526 1.7939 -3.6795 0.000
H 2.7267 2.7102 -1.4210 0.013
C 4.7275 0.9837 -0.3648 -0.001
Sb 2.6745 0.2115 -0.3921 0.019
C 2.1474 1.1643 1.5234 0.001
C 2.6771 0.3260 2.6237 -0.011
C 3.3292 -0.9228 2.4766 0.008
C 3.9818 -1.5079 3.5438 0.003
C 3.9620 -0.8916 4.7898 -0.001
C 3.2478 0.2889 4.8872 0.000
N 2.6376 0.8724 3.8613 -0.006
Si 2.5116 2.9934 2.0345 -0.014
C 1.2841 3.6159 3.3403 0.004
C 4.3104 3.1547 2.6293 0.000
C 2.4233 4.3698 0.7316 -0.002
C 1.3826 -2.9179 -2.4678 -0.001
C 1.3717 -3.3818 -1.0870 0.002
C 1.9300 -4.6269 -0.7065 -0.004
C 1.9781 -4.9866 0.6208 0.001
C 1.4975 -4.1172 1.5950 -0.005
C 0.9509 -2.9248 1.1535 0.006
N 0.8554 -2.5726 -0.1271 -0.006
Si -0.0943 -2.1954 -3.1005 0.001
C -0.1363 -1.1743 -4.7236 0.000
C -2.1388 0.2928 -2.6674 -0.002
C -1.7383 -3.0650 -2.8148 0.000
Si 2.8423 -3.3390 -3.5198 0.001
C 2.5750 -4.8705 -4.5955 0.000
C 4.4190 -3.5344 -2.5042 0.001
C 3.2016 -1.8991 -4.6972 -0.001
H 4.7148 2.0260 -0.0506 0.000
H 5.2022 0.8924 -1.3452 0.001
H 5.3041 0.4007 0.3557 0.000
H 3.3422 -1.4311 1.5189 -0.006
H 4.5146 -2.4420 3.4018 0.000
H 4.4918 -1.3045 5.6378 0.000
H 3.1746 0.8113 5.8391 0.000
H 1.4794 3.1678 4.3147 0.001
H 0.2633 3.3601 3.0451 -0.007
H 1.3450 4.7070 3.4322 0.000
H 4.6901 2.2387 3.0826 0.000
H 4.3882 3.9491 3.3805 0.000
H 4.9699 3.4226 1.7994 0.000
H 1.4315 4.4657 0.2875 -0.005
H 3.1546 4.2670 -0.0756 0.001
H 2.6508 5.3065 1.2537 0.000
H 2.2771 -5.3067 -1.4724 0.000
H 2.3848 -5.9482 0.9105 0.000
H 1.5301 -4.3622 2.6489 0.000
H 0.0445 -1.1083 1.5893 0.016
H 1.4980 0.0362 -4.8143 0.000
H -1.1758 -1.0362 -5.0337 0.000
H 0.3591 -1.6947 -5.5458 0.000
H -2.5271 1.1070 -2.0562 -0.002
H -2.8027 -0.5646 -2.5942 0.000
H -2.0526 0.6155 -3.7013 0.001
H -1.6174 -4.1112 -3.1098 0.000
H -2.5757 -2.6543 -3.3817 0.000
H -2.0054 -3.0630 -1.7525 0.000
H 2.4043 -5.7666 -3.9918 0.000
H 3.4360 -5.0659 -5.2440 0.000
H 1.6958 -4.7346 -5.2323 0.000
H 4.4202 -4.4252 -1.8741 0.000
H 4.5451 -2.6666 -1.8489 0.000
H 5.2895 -3.5903 -3.1639 0.000
H 2.4650 -1.8327 -5.5048 0.000
H 4.1836 -2.0230 -5.1643 0.000
H 3.2114 -0.9535 -4.1455 0.001
Cl -5.1689 -1.1149 -0.9797 0.000
C -4.6206 -2.2011 0.2704 -0.002
C -5.4489 -3.2778 0.5606 0.000
C -5.0595 -4.2102 1.5062 0.001
C -3.8411 -4.0619 2.1524 0.000
C -3.0279 -2.9839 1.8528 0.003
C -3.3963 -2.0158 0.9155 0.001
C -2.4592 -0.8685 0.6402 0.020
H -6.3872 -3.3852 0.0334 0.000
H -5.7031 -5.0519 1.7269 0.000
H -3.5220 -4.7934 2.8845 0.000
H -2.0768 -2.8670 2.3602 -0.001
H -1.4613 -1.2727 0.4983 -0.020
H -2.7620 -0.3847 -0.2824 0.006
S -0.4870 -0.1658 -2.0469 0.031
C 0.4293 0.7839 -3.2838 0.016
N 0.5224 0.1393 -4.5741 0.000
```

No. 3
A gas-phase ion, C6H7NO5PS (charge -1) in a non-equilibrium geometry, computed with ωB97M-V/def2-TZVPD.

Properties
orbital gap = 8.629 eV
structure (SMILES) = NS(=O)(=O)[P@@](=O)([O-])Oc1ccccc1
highest occupied orbital energy = -0.194 Eh
multiplicity = 1
LUMO = 3.357 eV
net charge = -1

Structure (XYZ):
```
21
Properties=species:S:1:pos:R:3:nbo_charge:R:1
N 3.2809 -1.2358 1.2697 -1.063
S 2.5445 -2.0325 -0.0117 1.961
O 2.8525 -1.3140 -1.1993 -0.946
O 3.0546 -3.3649 0.0086 -0.987
P 0.4551 -1.9868 0.4870 2.096
O -0.4581 -2.6304 -0.4601 -1.077
O 0.3529 -2.0674 1.9385 -1.126
O 0.5802 -0.1100 0.1693 -0.782
C -0.4882 0.6449 -0.1992 0.353
C -1.7364 0.2782 0.2244 -0.297
C -2.7705 1.1494 0.0593 -0.174
C -2.6492 2.3110 -0.6632 -0.295
C -1.4575 2.5316 -1.2355 -0.196
C -0.3444 1.8277 -0.9467 -0.289
H 2.6697 -1.2395 2.1235 0.414
H 4.1180 -1.6059 1.4621 0.371
H -1.8928 -0.7064 0.6854 0.233
H -3.7587 0.9413 0.5596 0.194
H -3.5612 2.9045 -0.9688 0.199
H -1.3793 3.3698 -2.0009 0.189
H 0.5878 2.3352 -1.3019 0.222
```